# 1
C21H27BeN2O2P2S | ωB97M-V with the def2-TZVPD basis set

- LUMO energy: -3.2 eV
- Orbital gap: 7.7 eV
- Charge: +1
- 2S+1: 1
- F_max: 1.65 eV Å⁻¹

Each line ends with the Mulliken charge.
Geometry (Å):
Be -0.0025 0.5842 0.3410  -1.51
C 3.4393 0.6165 -0.3337  -1.32
P 1.8803 -0.3374 -0.1502  1.36
C 2.0637 -1.6025 -1.4375  -1.36
C 2.1884 -1.2451 1.4105  -1.14
C 1.7156 -0.3972 2.5858  -1.29
P -0.1020 -0.1407 2.4133  1.28
C -0.4813 1.0068 3.7882  -1.38
C -0.7830 -1.7041 3.0537  -1.41
H 4.2657 -0.0667 -0.5181  0.43
H 3.6465 1.1869 0.5685  0.41
H 3.3521 1.3108 -1.1683  0.40
H 2.9872 -2.1580 -1.2782  0.47
H 2.0845 -1.1131 -2.4102  0.39
H 1.2027 -2.2631 -1.3800  0.34
H 3.2527 -1.4870 1.4853  0.60
H 1.6116 -2.1699 1.3599  0.37
H 2.1906 0.5895 2.5592  0.36
H 1.9489 -0.8684 3.5451  0.66
H -0.1542 0.5912 4.7421  0.45
H -1.5624 1.1532 3.8091  0.38
H 0.0021 1.9689 3.6228  0.40
H -0.2456 -2.0101 3.9540  0.51
H -0.7198 -2.4753 2.2907  0.36
H -1.8380 -1.5459 3.2788  0.42
O -0.6232 -1.8552 -0.0767  -0.78
S -1.8638 -1.1070 -0.1756  1.72
O -2.6595 -1.0641 1.0200  -0.84
N -1.3349 0.3714 -0.5586  0.91
C -2.0828 1.5070 -0.5093  0.65
C -3.4081 1.6992 -0.8479  -0.34
C -3.9577 2.9859 -0.7963  -1.07
C -3.2196 4.0802 -0.4190  -0.92
C -1.8706 3.9217 -0.0471  0.55
C -0.9981 4.9623 0.3233  -0.63
C 0.2946 4.6641 0.6802  -0.98
C 0.7143 3.3314 0.7113  0.18
N -0.0670 2.3343 0.3464  0.40
C -1.3229 2.6183 -0.0648  -0.21
C -2.8711 -1.6139 -1.5551  -0.16
C -2.3485 -1.4698 -2.8257  -0.59
C -3.1705 -1.6810 -3.9202  -0.76
C -4.5022 -2.0219 -3.7286  -0.44
C -5.0124 -2.1731 -2.4474  -0.64
C -4.1924 -1.9633 -1.3493  -0.06
H -4.0188 0.8634 -1.1485  0.45
H -4.9909 3.1140 -1.0810  0.42
H -3.6543 5.0665 -0.3888  0.44
H -1.3485 5.9826 0.3051  0.48
H 0.9870 5.4473 0.9441  0.42
H 1.7115 3.0760 1.0374  0.52
H -1.3174 -1.1739 -2.9385  0.41
H -2.7741 -1.5618 -4.9174  0.41
H -5.1469 -2.1632 -4.5833  0.41
H -6.0500 -2.4377 -2.3001  0.43
H -4.5632 -2.0422 -0.3386  0.48

***

# 2
C25H32FO2Sn | ωB97M-V with the def2-TZVPD basis set

- LUMO energy: 2.1 eV
- Orbital gap: 3.5 eV
- Charge: -1
- 2S+1: 1
- F_max: 2.84 eV Å⁻¹

Each line ends with the Mulliken charge.
Geometry (Å):
O 0.2096 -0.1853 -5.2209  -0.38
C 0.0374 1.1098 -5.8884  -0.44
C -0.1992 0.5100 -7.2648  -0.87
H 0.9485 1.7094 -5.8247  0.29
H -0.8252 1.6548 -5.4970  0.26
C 0.0172 -0.8294 -6.5144  1.60
H 0.5701 0.7364 -7.9952  0.31
H -1.2050 0.6409 -7.6503  0.31
C 1.2442 -1.5737 -7.0008  -1.67
H 2.1177 -0.9184 -7.0474  0.38
H 1.0400 -1.9466 -8.0096  0.39
H 1.4684 -2.4256 -6.3499  0.38
C -1.1960 -1.7344 -6.5316  -1.72
H -2.0960 -1.1947 -6.2264  0.37
H -1.0459 -2.5888 -5.8623  0.38
H -1.3412 -2.1063 -7.5504  0.41
Sn -0.1777 -0.3642 2.8023  0.82
C -2.4389 -1.0001 3.9736  -0.63
C -2.1160 0.3867 4.1446  -0.80
C -2.1710 1.0203 2.8480  -0.96
H -2.0116 0.9104 5.0943  0.62
C -2.6310 0.0363 1.9069  -0.04
C -2.7557 -1.2063 2.5928  -0.87
H -3.1220 -2.1386 2.1554  0.39
H -2.5671 -1.7282 4.7787  0.46
H -2.0507 2.0864 2.6547  0.57
H -2.9512 0.2415 0.8837  0.58
C 0.8909 -2.1014 4.2547  -0.57
C 0.0968 -2.8928 3.3539  -0.91
C 0.5976 -2.6912 2.0274  -0.27
H -0.6571 -3.6260 3.6506  0.47
C 1.7137 -1.7841 2.0975  -0.66
C 1.9035 -1.4319 3.4779  -0.90
H 2.7180 -0.8288 3.8729  0.53
H 0.8218 -2.1189 5.3429  0.56
H 0.2898 -3.2337 1.1333  0.53
H 2.3719 -1.5161 1.2708  0.45
O -0.0165 0.1104 0.4656  0.34
C -0.3521 -0.8100 -0.6302  -0.55
C -0.6528 0.0911 -1.8064  -0.42
H -1.2144 -1.4188 -0.3159  0.23
H 0.5207 -1.4579 -0.7993  0.32
C 0.2361 1.3112 -1.5469  -0.77
H -1.7123 0.3898 -1.7482  0.23
H -0.4589 -0.3565 -2.7815  0.25
C 0.1941 1.4725 -0.0431  -0.41
H -0.0860 2.2128 -2.0729  0.41
H 1.2760 1.0787 -1.8398  0.26
H -0.6490 2.0972 0.3011  0.23
H 1.1451 1.8576 0.3602  0.23
F 2.6532 4.1457 6.3281  -0.37
C 2.0071 3.1917 5.5775  0.31
C 1.8697 3.4045 4.2062  -0.64
C 1.2018 2.4193 3.4456  -0.29
C 0.7335 1.2796 4.0659  0.05
C 0.8564 1.0881 5.4285  -0.03
C 1.5168 2.0509 6.2134  -0.77
H 2.2695 4.3082 3.7489  0.41
H 1.0649 2.5480 2.3690  -0.03
H 0.4504 0.1875 5.9124  0.25
H 1.6481 1.9211 7.2794  0.39

***

# 3
C4H7BrOS | ωB97M-V with the def2-TZVPD basis set

- Relative energy (zero: lowest compared OMol25 entry of this formula, charge and spin): 47.2 kcal/mol
- LUMO energy (alpha / beta): 0.1 / 0.1 eV
- Orbital gap (alpha / beta): 7.9 / 7.9 eV
- Charge: 0
- 2S+1: 1
- F_max: 3.52 eV Å⁻¹

Each line ends with the Mulliken charge.
Geometry (Å):
C -0.9676 -0.4844 0.2516  -0.55
C 0.4646 -1.0010 -0.1714  -0.47
C -1.3542 0.8475 -0.4327  -0.63
C 1.5151 -0.1636 0.4701  -0.11
O 1.1523 1.6377 -0.2838  -0.42
S -0.2529 2.1113 0.2908  0.03
Br 3.2558 -0.4886 -0.1004  -0.08
H -1.6135 -1.3628 -0.2588  0.27
H -1.0431 -0.3858 1.3976  0.27
H 0.5466 -2.0263 0.1392  0.37
H 0.5953 -1.0319 -1.3635  0.31
H -1.3788 1.1092 -1.4900  0.39
H -2.3595 1.0957 -0.0529  0.30
H 1.4398 0.1429 1.6043  0.33